Version w
{
  "formula": "C4H10NO2S",
  "method": "the ωB97M-V functional and the def2-TZVPD basis",
  "species": ["C", "C", "S", "C", "N", "C", "O", "H", "H", "H", "H", "H", "H", "H", "H", "H", "H", "O"],
  "coordinates": [[0.18425, 0.79343, -1.53593], [-0.94739, -0.24129, -1.38410], [-0.04511, -1.67605, -1.88906], [0.48556, 1.69506, -0.20309], [0.62450, 1.09601, 1.11168], [1.19951, -0.27811, 1.14534], [0.64718, 2.86768, -0.21387], [1.23232, 0.40602, -1.63793], [0.17256, 1.59882, -2.21703], [-1.30689, -0.24680, -0.30238], [-1.82493, 0.02994, -1.98696], [1.09126, 1.53228, 1.85029], [0.71582, -0.78774, 0.39123], [0.76368, -0.55760, 2.16865], [2.20291, -0.41703, 1.06379], [-1.62817, -2.53981, 0.73009], [-1.61498, -1.16362, 1.38141], [-1.95208, -2.11119, 1.52785]],
  "orbital_gap_ev": 6.40,
  "charge": -1
}


Version x
{
  "formula": "C4H10NO2S",
  "method": "the ωB97M-V functional and the def2-TZVPD basis",
  "species": ["C", "N", "C", "O", "C", "C", "S", "H", "H", "H", "H", "H", "H", "H", "H", "H", "H", "O"],
  "coordinates": [[-0.58421, 1.38463, -0.42675], [0.91038, 0.93370, 0.00409], [1.50153, 0.18279, -1.00027], [2.66105, -0.18882, -0.78359], [-1.21296, 0.07408, -0.86370], [-1.03069, -1.17441, -0.09544], [-1.89291, -0.87789, 1.52206], [-0.96916, 2.00244, 0.36936], [-0.56294, 2.12075, -1.32495], [1.46817, 1.59185, 0.39866], [0.81049, -0.29467, -1.58546], [-2.35204, 0.32844, -0.93167], [-0.94080, -0.37909, -1.90041], [-1.45841, -2.06169, -0.39244], [0.02683, -1.36684, 0.14063], [1.63774, -0.72531, 1.63767], [0.48931, -0.65167, 2.62218], [1.49864, -0.89828, 2.61003]],
  "orbital_gap_ev": 6.35,
  "charge": -1
}


Of them, version x has the lowest stability.


Version w
{
  "formula": "C2H2F2O2",
  "method": "the ωB97M-V functional and the def2-TZVPD basis",
  "species": ["C", "C", "O", "O", "F", "F", "H", "H"],
  "coordinates": [[0.95920, -0.09574, 0.02124], [-0.22786, 0.53616, -0.15679], [1.05244, -1.47777, 0.00818], [-0.88134, 1.51997, 0.25814], [2.16647, 0.50156, -0.12142], [-1.43025, -1.02005, 0.22523], [0.07545, -1.57803, 0.03179], [-1.71412, 1.61389, -0.26638]],
  "orbital_gap_ev": 9.39
}


Version x
{
  "formula": "C2H2F2O2",
  "method": "the ωB97M-V functional and the def2-TZVPD basis",
  "species": ["C", "C", "O", "O", "F", "F", "H", "H"],
  "coordinates": [[0.37068, 0.57366, -0.26787], [0.02938, -0.56591, 0.29279], [1.62590, 0.87296, -0.61598], [-1.89504, -0.86511, 0.82546], [-0.53550, 1.47367, -0.64402], [0.71747, -1.54099, 0.80600], [1.68244, 1.80606, -0.87699], [-1.99533, -1.75434, 0.48060]],
  "orbital_gap_ev": 9.50
}


Of them, version x has the lowest stability.


Version w
{
  "formula": "C3H7N3O2",
  "method": "the ωB97M-V functional and the def2-TZVPD basis",
  "species": ["N", "N", "C", "N", "C", "C", "O", "O", "H", "H", "H", "H", "H", "H", "H"],
  "coordinates": [[1.61774, -0.07015, -0.16073], [-0.32209, -0.55886, 0.97461], [1.45376, 0.20722, 1.07476], [-1.39838, 0.23893, 1.43287], [-0.26150, -0.86364, -0.54873], [-0.92372, -0.11386, -1.45432], [2.19639, 0.73926, -1.12040], [1.88361, 0.73384, 2.04778], [1.43244, 1.11801, -1.60331], [-0.27725, -1.40531, 1.53468], [-2.07639, 0.30263, 0.66816], [-1.03098, 1.16814, 1.62887], [-0.02333, -1.90071, -0.73163], [-1.10191, -0.52413, -2.43503], [-1.16840, 0.92863, -1.30758]],
  "orbital_gap_ev": 9.06
}


Version x
{
  "formula": "C3H7N3O2",
  "method": "the ωB97M-V functional and the def2-TZVPD basis",
  "species": ["N", "C", "N", "C", "N", "C", "O", "O", "H", "H", "H", "H", "H", "H", "H"],
  "coordinates": [[-0.97022, -0.84633, -1.22330], [-0.69875, -0.03887, -0.14826], [-1.80440, 0.55522, 0.41899], [0.55353, 0.32911, 0.27291], [0.78068, 1.43437, 1.10664], [1.72069, -0.52326, -0.07984], [2.87694, -0.14230, -0.07985], [1.34477, -1.85705, -0.20405], [-0.20749, -0.88817, -1.90163], [-1.87485, -0.61692, -1.63218], [-2.60063, -0.07590, 0.42960], [-1.59090, 0.88025, 1.36245], [0.29456, 2.25125, 0.74246], [1.78464, 1.61452, 1.19133], [0.39144, -2.07592, -0.25527]],
  "smiles": "NC(N)=C(N)C(=O)O",
  "orbital_gap_ev": 7.98
}


Version y
{
  "formula": "C3H7N3O2",
  "method": "the ωB97M-V functional and the def2-TZVPD basis",
  "species": ["C", "C", "C", "H", "H", "H", "H", "H", "H", "H", "N", "N", "N", "O", "O"],
  "coordinates": [[-1.12372, 2.04574, 0.13878], [-1.41606, -0.34739, 0.56136], [0.95228, -0.57180, -1.10508], [-2.54994, 1.78941, 0.27505], [-0.84261, 2.27371, -1.23988], [-0.55396, 2.76361, 1.20465], [-1.79994, 0.10385, 1.55128], [1.75821, -0.75504, -1.81231], [0.66451, -2.07154, 0.26095], [3.00898, -1.55847, 0.79847], [-0.52920, 0.78397, 0.12459], [0.02543, 0.26225, -1.12647], [1.29730, -1.28835, 0.04850], [-1.34242, -1.50791, 0.36112], [2.45112, -1.92203, -0.04100]],
  "orbital_gap_ev": 9.63
}


Of them, version y has the lowest stability.


Version w
{
  "formula": "C5H5NO2",
  "method": "the ωB97M-V functional and the def2-TZVPD basis",
  "species": ["C", "C", "N", "C", "O", "C", "C", "O", "H", "H", "H", "H", "H"],
  "coordinates": [[2.31208, -0.40211, 0.27339], [2.05181, -1.52447, -0.39844], [1.09400, -1.94650, -1.63957], [0.42532, -1.09832, -1.10166], [-0.46222, -0.17703, -0.96960], [-1.11994, -0.00998, 0.32951], [-1.92227, 1.24325, 0.28022], [-0.97798, -0.81087, 1.18403], [1.69783, 0.48450, 0.42422], [3.23951, -0.41471, 0.83664], [-2.59040, 1.22088, -0.58214], [-1.25523, 2.09956, 0.16240], [-2.49251, 1.33579, 1.20098]],
  "smiles": "C=C1N=C1OC(C)=O",
  "orbital_gap_ev": [8.42, 8.42]
}


Version x
{
  "formula": "C5H5NO2",
  "method": "the ωB97M-V functional and the def2-TZVPD basis",
  "species": ["C", "C", "C", "C", "C", "H", "H", "H", "H", "H", "N", "O", "O"],
  "coordinates": [[2.44429, -0.77249, 0.14550], [1.14104, -0.25132, -0.11828], [-0.83650, 0.45337, 0.16402], [-1.59495, -1.22804, -0.09844], [-0.10381, -0.65974, -0.08237], [2.34595, -1.71428, 0.65660], [2.74848, -0.10282, 1.08631], [2.94798, -0.78737, -0.78548], [-1.86083, -1.51588, 0.76860], [-1.84306, -1.69837, -1.10640], [-0.23620, 1.58181, 0.11691], [0.99918, 1.06537, -0.29253], [-2.12237, 0.12156, 0.10495]],
  "orbital_gap_ev": 10.01
}


Version y
{
  "formula": "C5H5NO2",
  "method": "the ωB97M-V functional and the def2-TZVPD basis",
  "species": ["O", "C", "C", "N", "C", "C", "O", "C", "H", "H", "H", "H", "H"],
  "coordinates": [[2.32449, -1.06536, -0.04674], [1.10302, -0.43659, 0.03410], [1.18225, 0.96064, 0.02464], [0.11993, 1.72088, 0.05775], [-1.05319, 1.08875, 0.00196], [-1.15021, -0.28632, -0.00529], [-2.28792, -1.00402, 0.03309], [-0.07245, -1.09566, 0.01505], [2.98802, -0.45054, 0.30972], [2.13541, 1.46007, -0.23783], [-1.93097, 1.67964, -0.14578], [-3.07256, -0.42206, -0.11057], [-0.28581, -2.14943, 0.06991]],
  "smiles": "Oc1cncc(O)c1",
  "orbital_gap_ev": 9.46
}


Version z
{
  "formula": "C5H5NO2",
  "method": "the ωB97M-V functional and the def2-TZVPD basis",
  "species": ["C", "C", "C", "C", "C", "O", "O", "N", "H", "H", "H", "H", "H"],
  "coordinates": [[2.30853, 0.30062, -0.04339], [1.30621, -0.62180, -0.08687], [-0.05461, -0.16770, 0.03552], [-1.10995, -0.94092, -0.01335], [-2.33482, -0.04356, -0.08142], [-3.47888, -0.30953, -0.04902], [-1.85810, 1.22090, -0.07437], [-0.43570, 1.20587, -0.15353], [2.10849, 1.49409, 0.06299], [3.43014, 0.02103, -0.21902], [1.45415, -1.80501, -0.13624], [-1.18278, -2.03268, 0.08332], [-0.15269, 1.67869, 0.67539]],
  "smiles": "C=Cc1cc(=O)o[nH]1",
  "orbital_gap_ev": 9.57
}


Of them, version x has the lowest stability.